24
Properties=species:S:1:pos:R:3:forces:R:3:lowdin_charge:R:1 method="wB97M-V/def2-TZVPD" homo_ev=-6.5 total_charge=-1 gap_ev=9.0651 max_force_ev_per_a=3.39 lumo_ev=2.6106 total_energy_ev=-66811.6528
Cl 3.92366 2.11098 -0.95795 -0.3 -0.6 -0.2 0.40
B 3.19543 0.35608 -0.88826 -1.0 0.3 0.5 -1.87
Cl 3.16033 -0.48285 -2.56519 0.2 0.0 0.1 0.43
Cl 4.25053 -0.63872 0.31603 -0.2 -0.2 -0.1 0.43
O 1.80595 0.51203 -0.43887 0.5 0.6 0.8 -0.18
C 0.87962 -0.36617 0.07104 0.4 -1.1 -0.4 -0.32
C -0.45706 -0.11643 -0.60251 0.4 -1.4 0.6 -0.16
C -1.30885 -1.22927 -0.84545 -0.9 1.0 0.7 -0.01
C -2.67913 -0.94867 -1.02430 0.7 0.0 0.1 -0.11
C -3.11564 0.39605 -0.99356 2.6 -0.8 -0.6 -0.76
Cl -4.73165 0.71639 -1.17206 -2.6 0.4 -0.2 0.71
C -2.21858 1.47039 -0.98762 0.6 -0.8 0.0 -0.09
C -0.84525 1.19320 -0.82129 -1.2 0.7 0.5 0.00
H 1.16693 -1.44058 -0.02878 0.0 0.4 -1.2 0.14
H -0.98053 -2.29282 -0.74962 -0.1 1.2 -0.1 0.13
H -3.39344 -1.78376 -1.14013 0.3 0.7 0.1 0.10
H -2.60727 2.48566 -1.07168 0.2 -0.3 0.0 0.10
H -0.12651 2.02040 -0.69618 -0.3 -0.7 -0.1 0.14
C 0.86672 -0.66698 1.63942 1.3 -0.3 -0.1 -0.02
N 0.44615 0.15018 2.80393 -1.3 2.4 2.1 -0.36
O 1.22342 0.93942 3.37431 -0.7 -1.5 -1.6 0.05
O -0.71516 0.00502 3.23907 1.4 -0.3 -1.1 0.02
H 0.29607 -1.60370 1.77465 0.4 0.5 -0.1 0.14
H 1.96427 -0.78587 1.76500 -0.7 -0.2 0.4 0.10